Record 1
# C26H72N2O12

A cluster of 9 separate species, C26H72N2O12 in total in a non-equilibrium geometry (ωB97M-V/def2-TZVPD, the OMol25 dataset).

Properties
**Energy above the lowest of the compared OMol25 structures with the same formula, charge and spin**: 0.9639 eV
**Orbital gap**: 9.56 eV
**LUMO**: 0.46 eV
**DFT total energy**: -55676.87341 eV
**SMILES string**: COC[C@H](C)N.COC[C@H](C)N.CC(C)O.CC(C)O.CC(C)O.CC(C)O.OCCO.OCCO.OCCO
**HOMO level**: -9.099 eV

Geometry as ORCA input:
```
! wB97M-V def2-TZVPD RIJCOSX def2/J DEFGRID3
* xyz 0 1
C 8.143 9.258 11.953
O 8.143 10.166 10.879
C 6.981 10.454 10.205
C 7.429 10.974 8.784
C 6.151 11.051 7.814
N 8.333 10.006 8.169
H 7.336 8.530 11.828
H 7.890 9.662 12.900
H 9.107 8.764 11.920
H 6.416 9.551 9.960
H 6.411 11.172 10.737
H 7.908 11.952 8.931
H 6.637 11.041 6.830
H 5.587 11.964 8.070
H 5.542 10.211 7.959
H 9.160 9.804 8.717
H 8.728 10.338 7.283
C 11.543 12.779 19.624
O 11.614 12.483 18.256
C 12.718 13.118 17.615
C 12.484 14.610 17.255
C 11.375 14.897 16.276
N 13.744 15.058 16.673
H 12.382 12.262 20.124
H 10.618 12.422 19.966
H 11.574 13.871 19.768
H 13.633 13.079 18.175
H 12.989 12.543 16.709
H 12.355 15.112 18.214
H 11.439 14.180 15.481
H 11.397 15.960 15.870
H 10.397 14.849 16.784
H 13.767 16.045 16.447
H 14.523 15.027 17.348
C 13.460 7.906 14.052
C 12.430 8.665 14.882
C 12.502 8.183 16.372
O 12.793 10.041 14.909
H 13.401 6.829 13.970
H 14.459 8.060 14.508
H 13.308 8.319 13.045
H 11.448 8.602 14.420
H 13.533 8.346 16.747
H 12.265 7.143 16.550
H 11.771 8.669 16.955
H 11.947 10.525 14.848
C 13.159 7.154 9.524
C 11.838 7.925 9.719
C 10.669 7.025 9.947
O 11.904 8.707 10.898
H 13.226 6.222 10.102
H 14.068 7.708 9.740
H 13.153 6.802 8.487
H 11.765 8.579 8.887
H 10.704 6.541 10.890
H 10.732 6.238 9.144
H 9.740 7.524 9.813
H 11.954 9.633 10.768
C 16.331 9.634 9.290
C 16.226 10.316 10.652
C 17.459 11.002 11.169
O 15.127 11.188 10.511
H 17.120 8.891 9.326
H 16.574 10.379 8.550
H 15.357 9.224 8.985
H 16.071 9.592 11.486
H 18.421 10.479 10.928
H 17.382 11.167 12.209
H 17.561 12.052 10.725
H 14.752 11.318 11.463
C 7.488 13.511 12.388
C 8.277 14.748 12.891
C 7.338 15.851 13.360
O 9.268 14.508 13.885
H 6.674 13.894 11.716
H 7.012 12.998 13.194
H 8.147 12.881 11.814
H 8.815 15.163 11.989
H 6.719 16.172 12.525
H 7.906 16.700 13.765
H 6.666 15.459 14.171
H 10.117 14.347 13.412
O 12.137 11.773 10.558
C 11.080 12.718 10.544
C 11.455 14.006 11.223
O 11.727 13.709 12.595
H 12.451 11.858 11.476
H 10.748 12.835 9.542
H 10.160 12.291 11.088
H 10.742 14.849 11.128
H 12.393 14.411 10.925
H 12.548 14.072 12.970
O 14.143 11.469 13.004
C 15.080 12.284 13.746
C 15.151 13.740 13.336
O 14.066 14.517 13.695
H 13.695 10.815 13.625
H 14.789 12.353 14.775
H 16.109 11.807 13.772
H 15.272 13.915 12.257
H 16.039 14.168 13.800
H 13.928 14.626 14.663
O 10.349 11.324 14.653
C 9.015 11.145 15.198
C 8.918 10.888 16.689
O 9.099 11.994 17.567
H 10.307 12.225 14.286
H 8.485 12.088 15.010
H 8.589 10.359 14.626
H 9.577 10.066 16.948
H 7.934 10.571 16.875
H 10.029 12.233 17.592
*
```

Record 2
# C4H5NO

A cluster of 2 separate species, C4H5NO in total in a non-equilibrium geometry (ωB97M-V/def2-TZVPD, the OMol25 dataset).

Properties
**Energy above the lowest of the compared OMol25 structures with the same formula, charge and spin**: 4.7366 eV
**Orbital gap (alpha / beta)**: 7.10 / 7.10 eV
**LUMO (alpha / beta)**: -1.09 / -1.09 eV
**DFT total energy**: -7761.78987 eV
**SMILES string**: N=C=C=O.C=C
**HOMO level (alpha / beta)**: -8.186 / -8.187 eV

Geometry as ORCA input:
```
! wB97M-V def2-TZVPD RIJCOSX def2/J DEFGRID3
* xyz 0 1
N -0.609 -0.958 -1.942
C -1.091 -0.569 -0.922
C -2.024 -0.349 -0.098
O -2.856 0.133 0.578
H -1.233 -1.568 -2.482
C 1.024 -0.043 0.596
C 1.489 1.188 0.906
H 0.277 -0.516 1.264
H 1.651 -0.709 0.007
H 0.920 1.856 1.544
H 2.452 1.535 0.548
*
```

Record 3
# C40H71BrF3IMg2N3NaO15

A structure of composition C40H71BrF3IMg2N3NaO15 in a non-equilibrium geometry (ωB97M-V/def2-TZVPD, the OMol25 dataset).

Properties
**Orbital gap**: 1.13 eV
**LUMO**: -9.06 eV
**DFT total energy**: -179383.01102 eV
**HOMO level**: -10.188 eV

Geometry as ORCA input:
```
! wB97M-V def2-TZVPD RIJCOSX def2/J DEFGRID3
* xyz 2 1
C 3.090 -2.682 6.456
C 1.611 -2.602 6.114
C 1.013 -3.802 5.294
C 1.957 -4.874 4.787
C 2.864 -4.477 3.624
C 2.043 -3.807 2.531
C 2.678 -2.516 1.971
C 2.211 -2.269 0.551
C 1.224 -1.106 0.397
C 1.051 -0.832 -1.119
C 1.193 -2.036 -2.030
O 2.520 -2.150 -2.492
C 2.594 -3.100 -3.543
C 4.035 -3.396 -3.891
C 1.778 0.203 0.949
N 0.774 1.219 0.627
C -0.301 1.077 1.611
C -1.481 1.966 1.174
I -1.889 1.879 -0.923
C -2.750 1.827 1.997
C -2.532 1.903 3.512
C -0.658 -0.379 1.996
C -0.126 -0.545 3.430
N -0.057 -1.519 1.119
C -1.172 -2.155 0.296
O -1.956 -1.477 -0.295
O -1.120 -3.417 0.339
H 3.701 -2.274 5.657
H 3.278 -2.034 7.306
H 3.392 -3.672 6.760
H 1.421 -1.682 5.570
H 1.050 -2.532 7.041
H 0.423 -3.398 4.466
H 0.305 -4.308 5.952
H 1.315 -5.668 4.415
H 2.541 -5.338 5.580
H 3.705 -3.841 3.906
H 3.315 -5.393 3.253
H 2.011 -4.480 1.684
H 1.031 -3.639 2.885
H 3.760 -2.738 1.958
H 2.546 -1.675 2.646
H 3.071 -2.023 -0.106
H 1.764 -3.206 0.249
H 1.864 -0.161 -1.372
H 0.149 -0.279 -1.335
H 0.540 -1.879 -2.887
H 0.835 -2.972 -1.595
H 2.103 -4.033 -3.258
H 2.047 -2.757 -4.419
H 4.107 -3.723 -4.919
H 4.630 -2.503 -3.733
H 4.422 -4.180 -3.250
H 2.710 0.426 0.445
H 1.940 0.197 2.030
H 1.192 2.111 0.876
H 0.069 1.547 2.518
H -1.126 2.982 1.316
H -3.460 2.563 1.642
H -3.202 0.863 1.773
H -2.505 0.902 3.927
H -1.662 2.482 3.802
H -3.414 2.351 3.956
H -1.711 -0.566 2.048
H -0.603 -1.342 3.960
H -0.300 0.353 4.006
H 0.941 -0.765 3.442
H 0.224 -2.273 1.735
C -0.878 -0.989 -5.209
C -1.740 0.025 -5.339
C -2.868 -0.003 -6.335
O -3.612 0.962 -6.361
C -2.993 -1.158 -7.192
C -2.120 -2.188 -7.070
C -1.008 -2.165 -6.044
O -0.273 -3.127 -5.961
O -2.176 -3.250 -7.822
O -1.664 1.119 -4.599
H -0.070 -0.966 -4.493
H -3.793 -1.163 -7.919
H -1.431 -3.829 -7.556
H -2.399 1.695 -4.890
Mg -1.449 -2.595 5.416
N 0.617 -2.698 -9.267
O 0.093 -1.639 -8.889
O 0.276 -3.766 -8.735
O 1.469 -2.692 -10.140
C 4.680 -7.380 0.728
O 4.225 -7.223 2.081
H 4.167 -6.642 0.118
H 5.756 -7.215 0.658
H 4.441 -8.376 0.355
H 4.680 -7.883 2.609
Br -1.849 -2.941 2.580
Na 4.968 -4.419 6.509
C 2.532 5.744 3.484
C 2.460 4.792 4.677
C 1.280 3.908 4.298
O 1.266 3.837 2.867
C 2.165 4.825 2.329
H 3.504 6.214 3.354
H 1.784 6.531 3.590
H 3.375 4.198 4.734
H 2.321 5.294 5.632
H 0.333 4.345 4.630
H 1.358 2.897 4.709
H 3.047 4.309 1.935
H 1.675 5.348 1.508
C -5.884 2.160 -1.473
C -5.433 3.598 -1.700
O -6.440 4.429 -2.287
C -7.438 4.993 -1.529
O -7.117 5.567 -0.447
C -8.655 3.936 -1.208
F -8.817 3.145 -2.250
F -9.753 4.637 -1.021
F -8.407 3.213 -0.138
H -6.488 1.796 -2.303
H -5.012 1.516 -1.363
H -6.469 2.062 -0.562
H -4.631 3.583 -2.437
H -5.009 4.043 -0.799
H -7.969 5.639 -2.290
C 0.701 5.731 -3.743
C 0.684 5.896 -2.225
C -0.810 5.998 -1.943
O -1.467 5.217 -2.941
C -0.535 4.871 -3.971
H 1.611 5.273 -4.127
H 0.580 6.702 -4.226
H 1.097 5.003 -1.749
H 1.241 6.761 -1.869
H -1.160 7.032 -2.027
H -1.082 5.620 -0.955
H -0.297 3.805 -3.877
H -0.996 5.039 -4.944
Mg 4.795 -1.376 1.011
*
```

Record 4
# C19H30N4O4S

The molecule C19H30N4O4S (ωB97M-V/def2-TZVPD, the OMol25 dataset).

Properties
**Energy above the lowest of the compared OMol25 structures with the same formula, charge and spin**: 0.9091 eV
**Orbital gap**: 8.53 eV
**LUMO**: 0.28 eV
**DFT total energy**: -45176.30712 eV
**SMILES string**: Cc1cc(C(=O)N2CCCN(CCNC(=O)[C@@H]3CCS(=O)(=O)C3)CC2)[nH]c1C
**HOMO level**: -8.246 eV

Geometry as ORCA input:
```
! wB97M-V def2-TZVPD RIJCOSX def2/J DEFGRID3
* xyz 0 1
C -3.659 3.508 -2.384
C -2.224 3.460 -2.813
C -1.251 2.532 -2.371
C -0.054 2.834 -2.995
C 1.361 2.403 -2.960
O 2.201 3.155 -3.450
N 1.708 1.206 -2.409
C 3.117 0.892 -2.236
C 3.489 0.650 -0.777
C 2.810 -0.578 -0.159
N 1.465 -0.404 0.389
C 1.459 0.145 1.739
C 0.165 -0.191 2.470
N -0.051 -1.626 2.503
C 0.275 -2.356 3.601
O 0.567 -1.853 4.669
C 0.274 -3.884 3.445
C -0.526 -4.457 2.264
C -1.998 -4.325 2.635
S -2.049 -4.834 4.358
O -2.878 -3.934 5.112
O -2.287 -6.255 4.406
C -0.305 -4.532 4.706
C 0.485 0.283 -0.455
C 0.757 0.211 -1.953
N -0.292 3.932 -3.777
C -1.590 4.319 -3.690
C -2.117 5.483 -4.457
H -4.312 3.832 -3.195
H -3.999 2.521 -2.069
H -3.810 4.190 -1.545
H -1.436 1.748 -1.656
H 3.355 -0.005 -2.822
H 3.683 1.721 -2.649
H 4.570 0.496 -0.739
H 3.278 1.544 -0.184
H 2.791 -1.379 -0.905
H 3.422 -0.957 0.660
H 2.287 -0.293 2.299
H 1.594 1.239 1.741
H 0.214 0.160 3.498
H -0.690 0.287 1.991
H -0.022 -2.084 1.607
H 1.329 -4.155 3.356
H -0.297 -3.988 1.308
H -0.274 -5.515 2.158
H -2.349 -3.296 2.586
H -2.662 -4.984 2.081
H 0.140 -5.504 4.906
H -0.226 -3.883 5.574
H -0.506 -0.146 -0.264
H 0.419 1.348 -0.184
H -0.171 0.342 -2.502
H 1.137 -0.777 -2.224
H 0.461 4.387 -4.270
H -3.174 5.625 -4.244
H -1.597 6.405 -4.191
H -2.008 5.336 -5.534
*
```

Record 5
# C5H12OS2

A cluster of 2 separate species, C5H12OS2 in total (ωB97M-V/def2-TZVPD, the OMol25 dataset).

Properties
**Energy above the lowest of the compared OMol25 structures with the same formula, charge and spin**: 0.6636 eV
**Orbital gap**: 9.24 eV
**LUMO**: 0.61 eV
**DFT total energy**: -29097.02068 eV
**SMILES string**: C=C(C)O.CSSC
**HOMO level**: -8.631 eV

Geometry as ORCA input:
```
! wB97M-V def2-TZVPD RIJCOSX def2/J DEFGRID3
* xyz 0 1
C 1.780 1.562 -1.993
C 1.689 0.502 -1.199
C 1.675 -0.918 -1.664
O 1.630 0.746 0.160
H 1.897 1.455 -3.060
H 1.803 2.556 -1.568
H 1.937 -0.944 -2.719
H 2.383 -1.529 -1.101
H 0.680 -1.356 -1.553
H 1.414 -0.077 0.601
C -1.468 1.194 0.303
S -1.417 -0.567 -0.198
S -0.626 -1.455 1.504
C -2.035 -1.440 2.630
H -2.215 1.357 1.080
H -0.511 1.451 0.746
H -1.683 1.798 -0.573
H -2.971 -1.428 2.079
H -1.995 -2.338 3.244
H -1.966 -0.571 3.281
*
```

Record 6
# C2HClF2S

The molecule C2HClF2S in a non-equilibrium geometry (ωB97M-V/def2-TZVPD, the OMol25 dataset).

Properties
**Energy above the lowest of the compared OMol25 structures with the same formula, charge and spin**: 0.4942 eV
**Orbital gap**: 8.60 eV
**LUMO**: -1.21 eV
**DFT total energy**: -30881.55538 eV
**SMILES string**: FC(F)(Cl)C=S
**HOMO level**: -9.814 eV

Geometry as ORCA input:
```
! wB97M-V def2-TZVPD RIJCOSX def2/J DEFGRID3
* xyz 0 1
F 1.155 -0.997 0.634
C 0.084 -0.567 -0.173
F 0.617 -0.870 -1.466
Cl -1.280 -1.589 0.211
C -0.153 0.943 0.197
S 0.089 2.240 -0.666
H -0.513 0.840 1.262
*
```

Record 7
# C34H22N7OPtS2

A structure of composition C34H22N7OPtS2 in a non-equilibrium geometry (ωB97M-V/def2-TZVPD, the OMol25 dataset).

Properties
**Orbital gap (alpha / beta)**: 5.78 / 5.21 eV
**LUMO (alpha / beta)**: -5.32 / -5.87 eV
**DFT total energy**: -73004.93867 eV
**HOMO level (alpha / beta)**: -11.098 / -11.085 eV

Geometry as ORCA input:
```
! wB97M-V def2-TZVPD RIJCOSX def2/J DEFGRID3
* xyz 1 1
Pt -0.539 0.911 0.733
C -2.016 1.122 4.732
C -0.897 1.090 5.571
C 0.342 1.096 4.998
C 0.497 1.103 3.585
N -0.617 1.172 2.782
C -1.817 1.170 3.372
N 1.741 1.015 3.151
C 2.210 0.961 1.926
N 1.456 0.844 0.792
C 2.262 0.945 -0.313
N 1.854 1.005 -1.562
C 0.659 0.742 -2.043
C 0.506 0.797 -3.457
C -0.601 0.261 -4.045
C -1.592 -0.310 -3.229
C -1.466 -0.195 -1.866
N -0.407 0.355 -1.265
C 3.621 1.008 0.131
C 4.831 1.015 -0.557
C 5.991 1.047 0.191
C 5.961 1.080 1.588
C 4.769 1.069 2.287
C 3.592 1.010 1.548
H -3.017 1.122 5.126
H -1.018 1.047 6.641
H 1.247 1.099 5.582
H -2.680 1.207 2.721
H 1.315 1.235 -4.016
H -0.723 0.269 -5.116
H -2.457 -0.795 -3.649
H -2.255 -0.548 -1.210
H 4.848 0.998 -1.634
H 6.944 1.059 -0.315
H 6.895 1.115 2.128
H 4.738 1.104 3.363
S -2.858 1.550 0.365
C -2.556 2.461 -1.076
C -3.462 2.337 -2.130
C -3.130 2.790 -3.395
C -3.917 2.408 -4.507
N -4.521 2.014 -5.396
C -1.914 3.489 -3.593
C -1.100 3.777 -2.514
C -1.378 3.241 -1.253
S -0.253 3.507 0.021
C -1.486 3.792 -4.908
N -1.099 3.973 -5.970
H -4.374 1.780 -1.969
H -0.193 4.349 -2.654
C 0.481 -2.460 2.317
C -0.574 -2.495 1.250
O -1.191 -1.484 0.929
C -0.849 -3.782 0.594
C -1.511 -3.776 -0.639
C -1.776 -4.957 -1.300
C -1.397 -6.165 -0.735
C -0.748 -6.186 0.490
C -0.468 -5.008 1.154
H 0.754 -1.427 2.532
H 1.365 -3.015 2.011
H 0.086 -2.906 3.231
H -1.786 -2.827 -1.072
H -2.282 -4.938 -2.252
H -1.609 -7.089 -1.247
H -0.460 -7.129 0.930
H 0.026 -5.047 2.111
*
```

Question: The highest DFT total energy belongs to which entry?
Answer: C4H5NO